Here is a cluster of 12 separate species, C12H48N24O12 in total from OMol25. Energies are from the ωB97M-V functional and the def2-TZVPD basis.

CARTESIAN COORDINATES (ANGSTROEM)
H 3.1120 1.6792 -4.6694
H 3.3913 -0.9787 3.0667
H -5.6564 1.0614 -3.0320
H -7.2774 -1.2868 -1.3507
N 1.8840 0.4745 -2.9503
H 3.5307 -2.0505 -1.4303
H 1.2161 -0.2587 1.5770
C 0.6452 4.7387 -1.7440
H -3.5406 -2.1915 0.3127
O -4.8044 -1.6056 -1.7655
H -0.5639 -1.5079 4.3170
C -4.3878 -4.0106 0.8903
N 2.5742 -2.1530 -1.1374
H -5.9378 -0.0058 1.0605
H 3.0958 2.2195 -0.0215
N 0.5208 5.5417 -2.8364
H -3.0423 -0.5921 3.7438
C -1.2435 -3.3927 3.8724
O -4.2377 -5.1202 1.3723
H 0.2987 -2.3527 3.0168
H 5.6479 1.5226 4.0279
O 1.4107 3.4047 1.3131
H -6.9951 0.3890 -1.1467
H -2.4533 -2.3465 5.3477
H -0.2567 -3.0784 -2.2559
O -0.8802 -0.9066 0.5738
H 0.7847 6.5079 -2.8132
O -5.4962 -0.1733 3.4565
H -5.6292 -2.6298 0.0541
H -1.3218 2.4583 -4.2840
N -4.9451 0.5349 -2.5519
N 1.7559 -4.0869 2.0180
H 0.5932 5.0223 -3.6995
H 0.2532 2.1846 -7.4131
H 6.6253 1.3888 2.6173
N -3.3306 -0.3941 2.8083
N 3.6901 1.5310 -3.8552
H 3.7299 0.3057 4.2365
N -4.9545 0.0332 1.2525
H 1.1959 1.4075 0.8775
H 4.2348 -4.1451 1.6878
N 3.8988 -3.2217 1.9017
H -1.2151 2.1151 -6.5653
H 2.4450 4.2525 3.3348
C 3.1036 1.0247 -2.7328
N -5.6173 -3.5239 0.5101
O 2.0717 -1.8800 1.8199
N -0.4176 -2.2958 3.7201
H -1.4490 0.8857 -1.1490
C 5.0644 0.0553 2.6869
H 1.6526 0.2225 -3.8929
H 4.4311 2.4676 1.0988
H -4.2077 0.0258 0.5840
H 2.1119 -5.0128 2.1799
H 0.7491 -4.0242 2.0033
H 0.7432 4.7786 0.2324
N -0.3235 2.5504 -4.2438
N 0.9469 0.4320 0.8903
N -0.5896 1.0121 -0.6466
H -2.6646 -0.4000 2.0510
O 0.6342 3.5085 -1.8638
H -6.4094 -4.0831 0.7603
H 4.6899 1.4700 -3.8988
H 2.4061 -1.6306 -0.2915
H 0.1673 2.9039 -3.4019
N 0.5582 5.4048 -0.5546
N -0.2134 2.1726 -6.5245
C 0.4107 2.6027 -5.4000
H 4.4785 -2.4272 1.6445
H -3.9748 0.5083 -2.8082
O 3.6358 1.1083 -1.6222
C 2.6225 3.3487 1.5546
H 4.1158 3.8143 2.8986
N -6.7855 -0.4615 -1.6449
H 0.0727 -2.2064 -0.7793
C -4.6616 -0.2074 2.5652
O 5.4295 -0.6098 1.7268
N 0.3977 -2.6662 -1.6161
C -0.2616 0.1423 0.3305
C 2.5634 -3.0257 1.8885
H 0.6339 6.4014 -0.5400
H -2.4838 -3.4422 0.9695
H 0.0497 1.7225 -0.9762
O 1.5954 2.9268 -5.3676
N 3.9590 -0.2182 3.4149
O 2.0835 -3.5342 -2.8677
N 5.7785 1.1550 3.1029
N -3.3904 -3.1012 0.6979
N 3.1412 3.9182 2.6945
H 1.3159 0.1136 -2.2043
N -2.3039 -3.0903 4.6925
C -5.4495 -0.5880 -2.0012
C 1.7125 -2.8570 -1.9154
O -1.1083 -4.4556 3.3029
H -2.8777 -3.8914 4.9139
N 3.4984 2.6721 0.7936

frontier orbital gap: 8.80 eV
structure (SMILES): NC(N)=O.NC(N)=O.NC(N)=O.NC(N)=O.NC(N)=O.NC(N)=O.NC(N)=O.NC(N)=O.NC(N)=O.NC(N)=O.NC(N)=O.NC(N)=O
ΔE to the lowest compared entry with this formula, charge and spin: 109.6 kJ/mol
max |F|: 2.16 eV/Å
molecular weight: 720.67 g/mol
E_tot: -2703.619230 a.u.
net charge: 0
lowest unoccupied orbital energy: -0.0015 hartree